No. 1
ORCA calculation (the ωB97M-V functional and the def2-TZVPD basis) on the molecule C10H12O6 at a distorted geometry.

```
28
Properties=species:S:1:pos:R:3:nbo_charge:R:1
H -2.091 0.765 -1.784 0.507
C 1.588 0.132 0.714 -0.194
O 1.728 -2.116 2.467 -0.665
O -2.731 2.324 1.667 -0.673
H 0.334 1.241 -2.339 0.501
H 2.928 1.442 -0.357 0.216
C 2.157 0.658 -0.435 -0.171
C -0.947 -0.125 0.875 -0.393
O -3.439 1.833 -0.435 -0.600
H -1.035 0.209 1.914 0.229
H -0.192 -2.488 -0.805 0.223
C 0.421 -0.878 0.672 -0.242
H 1.587 -2.932 2.936 0.500
C 1.050 -1.145 -1.833 -0.150
C 0.572 -1.972 1.742 0.809
H 2.860 -0.131 -2.241 0.195
O -1.204 0.825 -1.433 -0.740
C 0.421 -1.605 -0.676 -0.181
C 1.894 0.113 -1.835 -0.001
H -3.641 2.628 1.710 0.503
C -2.567 1.794 0.414 0.772
H 1.959 0.485 1.665 0.219
H 0.942 -1.629 -2.791 0.216
H -0.471 1.899 0.126 0.220
C -1.224 1.140 -0.006 0.003
H -1.777 -0.834 0.785 0.241
O -0.384 -2.743 1.921 -0.610
O 1.261 1.113 -2.637 -0.733
```

Computed properties:
HOMO-LUMO gap (Eh): 0.359
Energy above the lowest of the compared OMol25 structures with the same formula, charge and spin (eV): 0.000


No. 2
ORCA calculation (the ωB97M-V functional and the def2-TZVPD basis) on the ion C5H14NO with charge +2 at a distorted geometry.

```
21
Properties=species:S:1:pos:R:3:nbo_charge:R:1
C -0.998 -0.064 0.202 -0.033
C 1.751 -0.848 -1.124 -0.603
N -1.888 0.675 1.295 -0.709
H -1.504 -1.007 0.049 0.256
H 0.647 -2.317 -0.182 0.365
H 2.753 -1.281 -1.096 0.367
H 1.447 -1.226 -2.120 0.335
C -0.925 1.038 -0.898 -0.105
H -1.846 1.553 -1.107 0.247
H 0.911 1.873 -1.080 0.503
H 0.260 -0.714 2.028 0.288
H -0.611 0.561 -1.824 0.212
C 0.293 -0.449 0.910 -0.476
H 1.888 0.347 -1.139 0.228
H -2.858 0.774 0.918 0.472
H -1.870 0.245 2.291 0.467
C 1.076 -1.387 0.117 -0.363
H 1.121 0.460 0.935 0.316
O -0.030 2.031 -0.628 -0.662
H 1.880 -1.855 0.948 0.439
H -1.497 1.592 1.506 0.456
```

Computed properties:
Net charge: +2
HOMO-LUMO gap (alpha / beta) (Eh): 0.462 / 0.172
Energy above the lowest of the compared OMol25 structures with the same formula, charge and spin (eV): 3.912
Multiplicity: 2


No. 3
ORCA calculation (the ωB97M-V functional and the def2-TZVPD basis) on the molecule C6H9N.

```
16
Properties=species:S:1:pos:R:3:nbo_charge:R:1
H -1.238 2.186 0.400 0.206
H 1.270 1.996 0.563 0.406
C -0.696 1.265 0.233 -0.087
H 2.717 -1.451 -0.097 0.228
C 2.560 -0.372 0.000 -0.638
H 3.161 -0.034 0.852 0.212
N 0.673 1.214 0.349 -0.513
C -2.564 -0.440 -0.216 -0.619
C 1.105 -0.071 0.152 0.136
H -2.732 -0.876 -1.207 0.212
H -3.254 0.399 -0.090 0.212
H 2.921 0.110 -0.897 0.216
C 0.006 -0.838 -0.121 -0.306
H -2.822 -1.204 0.527 0.213
H 0.041 -1.887 -0.393 0.214
C -1.146 0.002 -0.054 -0.094
```

Computed properties:
HOMO-LUMO gap (Eh): 0.327
Energy above the lowest of the compared OMol25 structures with the same formula, charge and spin (eV): 0.090


No. 4
ORCA calculation (the ωB97M-V functional and the def2-TZVPD basis) on the molecule C26H29N3O2S2.

```
62
Properties=species:S:1:pos:R:3:nbo_charge:R:1
H -3.862 -1.543 -3.917 0.218
H -4.262 -1.918 1.957 0.228
C 1.294 -1.253 0.472 0.327
H -2.124 -1.830 -4.080 0.223
C 4.040 1.433 -3.185 -0.245
C 3.440 1.436 -0.871 0.224
H -4.713 -0.844 -1.553 0.409
H 0.154 -4.154 -0.299 0.203
H 0.452 0.154 -1.995 0.219
H -1.559 3.086 2.973 0.210
C 4.106 2.618 -0.606 -0.271
C -2.177 -2.331 1.401 -0.246
H 3.086 3.089 4.882 0.197
H -0.101 2.841 1.996 0.217
C -2.964 -1.869 -3.392 -0.654
H 5.116 1.501 -3.002 0.179
H -0.191 -0.778 -3.346 0.216
N 2.104 -0.396 -0.198 -0.624
C -1.118 1.002 0.363 -0.209
H -1.668 -1.692 2.099 0.253
O 3.490 3.109 2.924 -0.495
C -3.977 -3.322 0.358 -0.428
C 4.105 3.153 0.670 -0.251
H 2.250 -0.589 -1.180 0.421
C -3.145 1.492 1.570 -0.216
H 1.470 -2.147 -2.215 0.188
C -1.535 -0.500 -1.715 -0.137
C -0.953 2.345 2.457 -0.628
H 4.635 3.140 -1.388 0.221
C 2.871 2.466 4.015 -0.253
H 0.414 -3.408 1.299 0.267
H 3.281 1.464 4.175 0.182
S 1.183 -1.312 2.127 -0.267
C 2.758 0.777 0.171 0.203
H 4.627 4.072 0.879 0.222
C -1.864 0.262 -0.551 -0.010
C 0.484 -2.015 -1.745 -0.214
C 2.756 1.322 1.446 -0.357
H 2.224 0.805 2.224 0.266
C -2.709 -1.004 -2.209 0.201
H -0.050 1.110 0.250 0.203
C -3.916 0.794 0.665 -0.240
C -0.050 -3.271 0.316 -0.261
H -4.989 0.726 0.777 0.209
C 3.432 2.510 1.703 0.305
H -3.108 -2.907 -3.086 0.228
H -3.623 1.973 2.411 0.205
H 1.788 2.395 3.878 0.179
C -1.756 1.604 1.429 -0.035
S -2.638 -4.011 -0.475 0.401
C -3.266 0.174 -0.392 0.123
C -1.521 -3.110 0.501 -0.197
H -4.971 -3.616 0.082 0.230
H -0.148 -2.844 -2.070 0.218
C -3.582 -2.454 1.320 -0.242
N -3.750 -0.588 -1.417 -0.529
H 3.641 2.432 -3.390 0.179
O 3.372 0.823 -2.110 -0.528
C -0.160 -0.709 -2.255 -0.421
H -0.573 1.640 3.198 0.218
N 0.592 -2.124 -0.301 -0.432
H 3.861 0.790 -4.046 0.198
```

Computed properties:
HOMO-LUMO gap (Eh): 0.296
Energy above the lowest of the compared OMol25 structures with the same formula, charge and spin (eV): 0.000


No. 5
ORCA calculation (the ωB97M-V functional and the def2-TZVPD basis) on a cluster of 2 separate species, C5H13NO3S in total at a distorted geometry.

```
23
Properties=species:S:1:pos:R:3:nbo_charge:R:1
H -1.482 2.053 -0.996 0.235
S -1.860 -0.305 -0.069 1.823
H 1.063 -1.502 -2.019 0.207
H -2.129 -2.357 0.684 0.473
C 0.294 1.628 0.277 -0.501
C 1.230 -1.898 -1.072 -0.416
H 0.434 -2.469 -0.570 0.265
H 2.293 -2.204 -0.982 0.209
H -0.204 1.447 1.135 0.263
O -1.491 -2.010 0.148 -0.957
H -1.037 3.355 0.162 0.235
C -0.592 2.546 -0.565 -0.638
H 1.462 -0.161 1.877 0.226
C 0.553 0.374 -0.577 0.208
H 2.121 -1.521 1.599 0.219
O -3.089 -0.319 -0.843 -0.960
N 1.245 -0.718 -0.192 -0.331
H 0.397 -1.376 1.659 0.237
H 1.233 2.262 0.711 0.235
C 1.246 -0.998 1.231 -0.454
O -2.081 0.289 1.251 -0.995
H 0.353 0.672 -1.528 0.203
H 0.041 3.212 -1.320 0.212
```

Computed properties:
HOMO-LUMO gap (alpha / beta) (Eh): 0.317 / 0.318
Energy above the lowest of the compared OMol25 structures with the same formula, charge and spin (eV): 2.918


No. 6
ORCA calculation (the ωB97M-V functional and the def2-TZVPD basis) on a cluster of 2 separate species, C4H13N2O2 in total at a distorted geometry.

```
21
Properties=species:S:1:pos:R:3:nbo_charge:R:1
H -2.028 1.600 -0.855 0.248
C 1.669 -0.118 0.921 -0.318
H 0.236 0.630 2.668 0.551
H -1.464 2.797 0.228 0.264
H 2.586 0.557 0.847 0.234
H -3.140 -4.904 -3.406 0.491
C 0.953 1.208 -1.614 -0.473
H 1.872 0.501 -1.643 0.265
H 0.292 0.933 -2.497 0.260
C 0.566 1.036 0.767 0.712
H 1.497 -0.904 0.108 0.260
O -0.154 1.219 1.884 -0.613
H 1.664 2.181 -1.741 0.239
H 2.181 -0.410 2.801 0.379
H -3.580 -5.064 -1.857 0.477
H 1.732 -1.837 2.133 0.412
N 1.510 -0.856 2.212 -0.842
H -1.068 2.913 -1.330 0.240
N 0.147 1.503 -0.455 -0.346
O -2.965 -4.871 -2.466 -0.968
C -1.092 2.156 -0.590 -0.472
```

Computed properties:
Net charge: +1
HOMO-LUMO gap (Eh): 0.353
Energy above the lowest of the compared OMol25 structures with the same formula, charge and spin (eV): 4.066


No. 7
ORCA calculation (the ωB97M-V functional and the def2-TZVPD basis) on a structure of composition C4H10FO2Zn2 at a distorted geometry.

```
19
Properties=species:S:1:pos:R:3:nbo_charge:R:1
Zn -0.598 -1.017 -1.176 0.706
H -3.577 -4.945 3.451 0.244
O -2.818 -1.802 2.057 -0.222
C -3.170 -4.311 2.663 -0.607
H -2.537 -2.540 3.910 0.197
H 2.385 4.372 -1.002 0.232
Zn 4.500 -1.031 -0.552 0.623
C 2.856 4.465 -3.087 -0.648
H -3.684 -4.389 1.705 0.231
H 2.977 5.546 -3.161 0.239
H 3.876 4.098 -2.978 0.228
O 1.993 2.523 -1.886 -0.258
C -3.139 -2.781 3.034 -0.145
H 1.027 4.355 -2.091 0.285
H -2.169 -4.668 2.423 0.244
F 1.682 -3.183 -0.646 -0.736
H -4.186 -2.655 3.310 0.312
H 2.551 4.009 -4.029 0.233
C 2.031 3.956 -1.946 -0.158
```

Computed properties:
Net charge: +1
HOMO-LUMO gap (Eh): 0.096


No. 8
ORCA calculation (the ωB97M-V functional and the def2-TZVPD basis) on a structure of composition C4H4OS2 at a distorted geometry.

```
11
Properties=species:S:1:pos:R:3:nbo_charge:R:1
C -0.601 1.065 -1.587 0.455
S 0.621 -1.945 0.283 0.248
H 0.488 2.001 0.625 0.194
C -0.412 0.403 -0.445 -0.293
C -0.820 -0.783 0.346 -0.530
C 0.691 1.385 -0.148 -0.051
H -1.630 -1.315 0.050 0.246
H 1.611 1.002 -0.253 0.196
O 0.309 2.062 -1.436 -0.509
H -0.902 -0.428 1.491 0.224
S -0.150 -3.334 -0.829 -0.180
```

Computed properties:
HOMO-LUMO gap (alpha / beta) (Eh): 0.263 / 0.263
Energy above the lowest of the compared OMol25 structures with the same formula, charge and spin (eV): 5.121


No. 9
ORCA calculation (the ωB97M-V functional and the def2-TZVPD basis) on a structure of composition C30H24BeN7O3S2Se at a distorted geometry.

```
68
Properties=species:S:1:pos:R:3:nbo_charge:R:1
O -13.669 6.508 -14.206 -0.964
C -17.258 1.405 -14.159 -0.206
C -20.174 -3.892 -15.737 -0.147
C -16.094 -3.530 -20.406 -0.230
H -17.658 -6.588 -20.618 0.211
C -18.771 -1.321 -19.340 0.286
C -18.653 -4.864 -19.912 -0.247
H -20.230 -6.559 -15.209 0.245
C -17.217 -2.861 -19.926 0.100
H -19.557 -7.638 -12.126 0.194
H -15.519 -5.485 -21.217 0.216
H -22.048 -3.323 -17.386 0.223
C -16.855 3.071 -12.423 0.182
C -22.428 -6.727 -17.833 -0.231
C -17.558 -5.552 -20.429 -0.210
C -17.216 3.655 -11.221 -0.332
H -15.452 -0.818 -19.898 0.210
C -21.947 -4.410 -17.280 -0.207
C -16.855 5.008 -11.173 0.090
H -16.930 -1.589 -11.793 0.241
C -16.991 1.659 -12.781 0.059
H -23.026 -7.413 -18.420 0.205
C -21.497 -7.203 -16.856 -0.218
N -17.593 -0.915 -13.661 -0.697
H -16.477 0.247 -18.920 0.238
C -16.275 -4.901 -20.695 -0.217
C -20.774 -6.254 -16.148 -0.186
C -18.444 -3.515 -19.653 0.194
H -16.714 0.215 -20.686 0.224
C -18.991 -6.740 -11.901 0.085
C -17.172 -0.714 -12.381 0.084
S -14.066 5.154 -13.937 2.354
C -17.759 -5.010 -12.682 0.352
N -17.435 -4.478 -11.492 -0.498
C -17.446 -4.790 -9.048 -0.656
N -15.922 5.571 -11.931 -0.427
H -16.924 -3.837 -9.110 0.232
N -18.503 -6.087 -12.968 -0.484
H -23.398 -4.996 -18.837 0.217
C -17.541 0.113 -14.573 0.053
H -19.156 -6.828 -9.747 0.215
H -17.539 -0.150 -15.599 0.225
H -17.114 2.289 -14.824 0.286
C -19.347 -3.159 -15.163 -0.656
H -17.822 3.194 -10.443 0.223
H -17.230 5.587 -10.338 0.182
Se -19.588 0.357 -19.295 -0.314
C -16.999 0.583 -11.891 -0.250
C -15.546 4.837 -12.941 0.185
O -14.281 4.415 -15.190 -1.000
H -19.647 -5.293 -19.707 0.235
S -17.084 -4.078 -14.136 -0.548
N -17.435 -1.474 -19.638 -0.392
C -17.853 -5.199 -10.428 0.263
H -16.762 -5.542 -8.574 0.230
C -22.700 -5.348 -18.026 -0.227
H -16.690 0.654 -10.878 0.228
C -18.735 -6.287 -10.599 -0.345
H -15.170 -2.975 -20.691 0.228
N -16.164 3.735 -13.342 -0.438
C -20.938 -4.884 -16.420 -0.112
N -19.364 -2.542 -19.252 -0.571
Be -18.069 -2.396 -14.270 1.536
H -20.345 -2.673 -18.977 0.450
C -16.504 -0.412 -19.799 -0.412
O -13.324 4.366 -12.901 -0.998
H -18.355 -4.609 -8.465 0.224
H -21.316 -8.270 -16.697 0.216
```

Computed properties:
Net charge: -1
HOMO-LUMO gap (Eh): 0.243
Energy above the lowest of the compared OMol25 structures with the same formula, charge and spin (eV): 0.000


No. 10
ORCA calculation (the ωB97M-V functional and the def2-TZVPD basis) on a cluster of 2 separate species, C2H6NS in total at a distorted geometry.

```
10
Properties=species:S:1:pos:R:3:nbo_charge:R:1
H -0.092 -1.393 -0.779 0.140
C 0.184 -1.051 0.203 -0.045
H 1.787 1.680 -0.448 0.176
C 1.064 0.879 -0.725 -0.451
H 1.554 0.362 -1.527 0.167
S -3.227 -0.078 1.161 -1.060
N 0.767 0.127 0.414 -0.415
H -2.066 -0.425 1.940 0.080
H -0.312 -1.614 1.026 0.198
H 0.341 1.513 -1.267 0.210
```

Computed properties:
Net charge: -1
HOMO-LUMO gap (Eh): 0.233
Energy above the lowest of the compared OMol25 structures with the same formula, charge and spin (eV): 1.596